Record 1
The following is a DFT calculation (ωB97M-V with the def2-TZVPD basis set) of 4 unconnected molecules or ions with the total composition C54H104BN7O6.

Element x y z (Å)
C -7.831 -0.912 -2.739
C -7.140 0.156 -3.069
C -6.164 1.433 -3.253
C -7.129 2.745 -3.126
N -8.005 2.788 -4.357
N -6.324 4.008 -2.933
C -5.557 4.444 -4.158
C -4.874 5.930 -3.987
O -4.304 6.233 -5.309
C -2.867 6.440 -5.222
C -1.999 5.067 -5.232
C -5.487 3.941 -1.672
C -5.423 2.484 -0.981
C -4.406 2.555 0.307
C -5.210 2.851 1.677
C -5.921 1.563 2.343
C -5.132 0.169 2.145
C -3.634 0.151 2.767
C -3.145 -1.412 2.709
C -1.693 -1.630 3.417
C -0.474 -1.591 2.360
C 0.029 -0.114 1.944
C -0.045 0.991 3.114
C 0.559 2.433 2.697
C 0.629 3.472 3.973
N 2.054 3.356 4.487
C 3.157 4.122 3.911
C 4.387 3.584 4.772
C 3.881 2.502 5.826
C 2.316 2.408 5.566
C -4.980 1.403 -2.096
N -4.992 -0.032 -1.564
B -3.496 1.631 -2.733
O -3.176 0.933 -3.990
O -2.431 2.428 -2.172
H -8.525 -1.672 -2.204
H -5.712 1.494 -4.328
H -7.876 2.607 -2.242
H -7.445 2.596 -5.203
H -8.742 2.084 -4.197
H -7.031 4.765 -2.760
H -4.700 3.739 -4.457
H -6.228 4.547 -5.105
H -5.645 6.735 -3.697
H -3.982 5.848 -3.266
H -2.520 7.039 -4.302
H -2.505 7.047 -6.149
H -1.823 4.636 -4.166
H -0.935 5.368 -5.609
H -2.381 4.277 -5.982
H -5.972 4.653 -0.885
H -4.406 4.305 -1.800
H -6.440 2.131 -0.526
H -3.752 3.504 0.107
H -3.678 1.669 0.355
H -6.071 3.593 1.406
H -4.534 3.444 2.418
H -6.995 1.394 1.917
H -6.043 1.723 3.486
H -5.169 -0.198 1.044
H -5.729 -0.635 2.749
H -3.674 0.511 3.872
H -2.865 0.747 2.148
H -3.979 -2.066 3.166
H -3.056 -1.667 1.581
H -1.721 -2.716 3.843
H -1.575 -0.940 4.327
H 0.411 -2.198 2.803
H -0.820 -2.150 1.406
H 1.139 -0.196 1.599
H -0.559 0.208 0.987
H -1.157 1.166 3.392
H 0.506 0.574 4.040
H 0.003 2.879 1.791
H 1.657 2.231 2.356
H -0.144 3.152 4.768
H 0.411 4.526 3.535
H 3.185 4.885 3.061
H 5.482 3.903 4.640
H 4.528 1.937 6.596
H 1.588 1.711 6.113
H -4.214 -0.022 -0.861
H -4.597 -0.625 -2.333
H -3.854 0.244 -4.183
H -1.835 2.770 -2.889
C 0.869 -7.322 2.573
C 1.381 -6.244 1.586
C 2.194 -6.907 0.451
C 3.585 -7.353 0.881
C 4.347 -6.198 1.521
C 3.577 -5.538 2.687
N 2.158 -5.205 2.333
O 2.184 -4.075 1.553
C 3.618 -6.478 3.920
C 4.379 -4.293 3.161
C 0.065 -5.690 0.966
H 1.654 -7.934 3.011
H 0.299 -6.866 3.389
H 0.203 -8.028 2.066
H 2.302 -6.205 -0.386
H 1.649 -7.770 0.051
H 3.518 -8.202 1.567
H 4.137 -7.712 0.005
H 5.320 -6.561 1.869
H 4.562 -5.451 0.746
H 2.893 -6.165 4.679
H 4.603 -6.463 4.397
H 3.442 -7.525 3.677
H 4.544 -3.567 2.359
H 5.375 -4.579 3.515
H 3.868 -3.786 3.985
H -0.545 -5.182 1.720
H -0.539 -6.501 0.547
H 0.250 -4.991 0.145
C 7.725 -11.203 6.810
C 7.761 -9.656 6.793
C 8.502 -9.128 8.041
C 7.680 -9.218 9.319
C 6.326 -8.542 9.138
C 5.539 -9.077 7.920
N 6.367 -9.120 6.668
O 6.468 -7.830 6.189
C 4.986 -10.487 8.250
C 4.254 -8.221 7.754
C 8.645 -9.344 5.549
H 7.266 -11.629 7.699
H 7.194 -11.593 5.935
H 8.739 -11.615 6.785
H 8.783 -8.078 7.888
H 9.441 -9.674 8.181
H 7.555 -10.263 9.618
H 8.224 -8.731 10.135
H 5.737 -8.671 10.053
H 6.488 -7.461 9.033
H 4.634 -10.995 7.346
H 4.132 -10.427 8.933
H 5.703 -11.131 8.758
H 4.470 -7.155 7.625
H 3.617 -8.289 8.641
H 3.663 -8.557 6.896
H 8.158 -9.672 4.625
H 9.606 -9.862 5.616
H 8.877 -8.279 5.456
C 0.587 8.629 -11.262
C -0.110 8.167 -9.959
C -1.623 7.976 -10.206
C -2.393 9.287 -10.300
C -2.125 10.158 -9.078
C -0.619 10.401 -8.826
N 0.187 9.136 -8.857
O -0.028 8.483 -7.669
C -0.083 11.406 -9.878
C -0.464 11.171 -7.484
C 0.512 6.760 -9.715
H 0.180 9.544 -11.685
H 1.660 8.777 -11.101
H 0.478 7.875 -12.049
H -2.059 7.380 -9.393
H -1.787 7.399 -11.123
H -2.131 9.817 -11.220
H -3.465 9.073 -10.366
H -2.646 11.114 -9.199
H -2.577 9.676 -8.200
H 1.011 11.421 -9.888
H -0.413 12.426 -9.654
H -0.441 11.214 -10.889
H -0.906 10.637 -6.637
H -0.973 12.139 -7.526
H 0.590 11.361 -7.259
H 1.584 6.831 -9.506
H 0.390 6.123 -10.596
H 0.035 6.228 -8.886

Properties
Molecular weight in g/mol: 958.28
Multiplicity: 4
HOMO energy in eV: -9.0
Net charge: +1
Total energy in a.u.: -2978.72498
Frontier orbital gap in eV: 6.40

=====

Record 2
The following is a DFT calculation (ωB97M-V with the def2-TZVPD basis set) of a molecular structure, C54H114B5BaF20N6O3.

Element x y z (Å)
Ba -0.342 -0.106 0.135
C -0.522 -3.428 -3.657
C 0.325 -4.458 -4.488
C 1.595 -4.731 -3.708
C 1.261 -5.399 -2.290
N 2.693 -5.768 -1.572
C 3.351 -4.557 -0.834
C 3.285 -4.853 0.644
C 3.191 -6.429 0.823
C 2.412 -6.811 -0.409
C 3.685 -6.531 -2.489
H -0.044 -2.816 -2.892
H -1.179 -4.108 -3.114
H -1.264 -2.801 -4.151
H 0.328 -3.979 -5.467
H -0.357 -5.308 -4.540
H 2.014 -3.732 -3.593
H 2.286 -5.232 -4.386
H 0.595 -6.231 -2.519
H 0.775 -4.807 -1.515
H 4.366 -4.637 -1.223
H 2.820 -3.669 -1.177
H 4.189 -4.395 1.046
H 2.314 -4.532 1.020
H 4.193 -6.832 0.972
H 2.702 -6.752 1.742
H 2.666 -7.836 -0.677
H 1.352 -6.859 -0.160
H 3.056 -7.371 -2.786
H 4.535 -6.925 -1.932
H 4.118 -5.935 -3.293
C 1.321 5.153 2.440
C 1.262 4.504 1.047
C 2.651 4.262 0.312
C 3.776 3.378 1.078
N 5.118 3.167 0.371
C 5.033 3.121 -1.195
C 6.464 3.474 -1.776
C 7.024 4.208 -0.646
C 6.115 4.363 0.495
C 5.846 1.963 1.026
H 1.777 4.403 3.086
H 0.326 5.429 2.789
H 1.809 6.126 2.379
H 0.710 5.194 0.409
H 0.711 3.566 1.115
H 2.990 5.231 -0.055
H 2.283 3.563 -0.439
H 3.287 2.408 1.164
H 3.979 3.706 2.097
H 4.526 2.246 -1.601
H 4.478 4.031 -1.422
H 7.149 2.652 -1.984
H 6.454 3.994 -2.734
H 7.972 3.682 -0.532
H 7.243 5.226 -0.968
H 6.569 4.316 1.485
H 5.467 5.238 0.465
H 6.814 1.839 0.541
H 5.444 0.993 0.734
H 6.072 2.154 2.075
C 4.025 -0.234 3.510
C 3.636 0.062 5.037
C 2.096 0.311 5.179
C 1.636 0.052 6.708
N 0.183 0.456 7.156
C -0.226 1.931 6.708
C 0.303 2.799 7.854
C 0.618 1.862 9.005
C 0.004 0.570 8.735
C -0.840 -0.588 6.627
H 3.665 -1.242 3.302
H 5.109 -0.134 3.567
H 3.581 0.487 2.824
H 4.172 0.930 5.420
H 3.860 -0.681 5.803
H 1.568 -0.447 4.601
H 1.750 1.263 4.777
H 2.389 0.412 7.409
H 1.572 -0.983 7.046
H -1.313 1.980 6.643
H 0.188 2.262 5.756
H -0.536 3.425 8.160
H 1.130 3.403 7.481
H 0.167 2.301 9.894
H 1.698 1.724 8.949
H -1.083 0.545 8.810
H 0.372 -0.186 9.429
H -0.430 -0.882 5.660
H -1.752 0.005 6.557
H -0.946 -1.386 7.362
C -5.338 5.651 -2.451
C -4.186 4.661 -2.039
C -4.393 3.985 -0.680
C -5.392 2.901 -0.582
C -5.034 1.760 -1.584
C -4.894 2.196 -3.057
N -4.130 3.574 -3.119
O -3.446 4.013 -4.316
C -6.299 2.398 -3.662
C -4.085 1.098 -3.831
C -2.805 5.395 -1.934
H -5.128 6.177 -3.382
H -5.197 6.456 -1.730
H -6.297 5.143 -2.343
H -4.574 4.709 0.114
H -3.474 3.439 -0.463
H -6.344 3.333 -0.891
H -5.488 2.467 0.414
H -5.873 1.081 -1.435
H -4.164 1.164 -1.309
H -7.027 3.078 -3.219
H -6.688 1.380 -3.687
H -6.164 2.818 -4.659
H -3.005 1.101 -3.688
H -4.143 1.368 -4.885
H -4.659 0.171 -3.824
H -2.614 6.009 -2.814
H -2.028 4.634 -1.868
H -2.708 6.084 -1.095
C -2.752 -2.883 4.577
C -4.304 -2.555 4.371
C -4.740 -1.477 5.414
C -6.200 -0.993 5.194
C -6.336 -0.453 3.786
C -5.938 -1.349 2.598
N -4.596 -1.960 2.922
O -3.978 -2.780 1.981
C -5.697 -0.364 1.335
C -6.958 -2.475 2.374
C -5.237 -3.849 4.600
H -2.160 -1.969 4.631
H -2.334 -3.404 3.717
H -2.521 -3.518 5.432
H -4.123 -0.580 5.366
H -4.586 -1.899 6.407
H -6.378 -0.186 5.904
H -7.019 -1.696 5.345
H -5.627 0.372 3.720
H -7.335 -0.020 3.724
H -6.476 0.376 1.155
H -5.747 -0.968 0.429
H -4.760 0.194 1.316
H -6.432 -3.250 1.818
H -7.847 -2.054 1.905
H -7.364 -2.788 3.336
H -6.313 -3.689 4.664
H -4.832 -4.265 5.522
H -5.148 -4.690 3.912
C 5.030 -0.646 -5.697
C 3.614 -1.013 -6.094
C 2.582 -0.710 -4.944
C 1.167 -0.403 -5.261
C 1.197 0.610 -6.372
C 1.866 0.087 -7.710
N 3.242 -0.367 -7.397
O 4.272 -0.278 -8.361
C 1.859 1.376 -8.515
C 1.050 -0.987 -8.344
C 3.417 -2.495 -6.466
H 5.306 0.156 -6.382
H 5.838 -1.374 -5.774
H 5.094 -0.071 -4.773
H 3.025 0.198 -4.533
H 2.549 -1.419 -4.117
H 0.669 0.060 -4.408
H 0.496 -1.252 -5.387
H 1.473 1.607 -6.027
H 0.165 0.851 -6.627
H 2.219 2.202 -7.902
H 0.887 1.619 -8.945
H 2.519 1.284 -9.378
H 0.051 -0.652 -8.622
H 0.865 -1.807 -7.649
H 1.594 -1.329 -9.225
H 2.453 -2.798 -6.876
H 3.543 -3.155 -5.608
H 4.079 -2.981 -7.183
B -2.901 -1.568 -0.939
F -2.839 -1.021 0.339
F -1.831 -1.172 -1.658
F -2.769 -2.868 -0.694
F -3.992 -1.315 -1.584
B -1.539 1.512 2.807
F -2.615 1.058 3.605
F -0.461 0.655 2.799
F -1.948 1.614 1.514
F -1.074 2.692 3.334
B 2.759 -0.408 -0.748
F 3.807 -0.026 -1.598
F 3.204 -1.211 0.244
F 2.092 0.714 -0.160
F 1.703 -1.069 -1.423
B 0.261 -2.537 1.822
F 0.100 -3.025 0.598
F 1.202 -1.557 1.815
F -1.002 -2.090 2.158
F 0.628 -3.530 2.712
B -0.615 2.042 -2.239
F 0.414 2.685 -1.570
F -0.229 0.663 -2.380
F -1.706 2.111 -1.436
F -1.121 2.491 -3.415

Properties
Molecular weight in g/mol: 1466.89
HOMO energy in eV: -16.0
Net charge: +3
Total energy in a.u.: -4827.13866
Frontier orbital gap in eV: 6.86

=====

| no. | maximum force (eV/Å) |
| --- | --- |
| 1 | 6.94 |
| 2 | 9.99 |